Entry from the OMol25 dataset: C4H8N2O in the gas phase in a non-equilibrium geometry (the ωB97M-V functional and the def2-TZVPD basis).

- lowest unoccupied orbital energy (eV) = 0.90
- charge = 0
- gap between HOMO and LUMO (Eh) = 0.3352
- SMILES = [H]/N=C/CC(=C)NO
- energy relative to the best compared isomer or geometry (same formula, charge and spin) (kJ/mol) = 388.01
- electronic energy (eV) = -9302.37175

Last column: natural (NBO) charge in e.
CARTESIAN COORDINATES (ANGSTROEM)
C 0.681982 -0.033735 0.468867  -0.51
N -1.332781 -1.427774 0.487924  -0.35
C -0.621370 -0.344708 -0.193703  0.15
C 1.556545 1.189118 -0.034975  0.16
C -1.099220 0.147479 -1.340642  -0.48
O -1.240305 -1.538074 1.874607  -0.56
N 1.381270 1.879245 -1.107561  -0.63
H -0.797941 -2.398479 1.994588  0.47
H -2.301066 -1.492528 0.165540  0.35
H 2.080728 2.628042 -1.174889  0.34
H 0.508130 0.211101 1.523681  0.24
H 1.348392 -0.902326 0.423093  0.24
H 2.395738 1.446615 0.636744  0.15
H -0.541470 0.857326 -1.941366  0.25
H -2.018633 -0.221302 -1.781908  0.19

Forces on atoms 1 to 3 (eV/Å):
C 1.135 2.002 -0.539
N 0.365 0.405 -2.148
C -0.806 -0.792 0.610

---

Entry from the OMol25 dataset: a molecular structure, C23H38BaCl2N3O4 in a non-equilibrium geometry (the ωB97M-V functional and the def2-TZVPD basis).

- lowest unoccupied orbital energy (eV) = 2.20
- charge = -1
- gap between HOMO and LUMO (Eh) = 0.1148
- electronic energy (eV) = -62869.33250

Last column: Löwdin charge in e.
CARTESIAN COORDINATES (ANGSTROEM)
O 0.219080 0.378821 -4.740629  -0.09
C -0.487206 0.536165 -5.727519  -0.21
C -0.235892 1.615115 -6.741313  -0.19
C 0.902821 2.426147 -6.584468  -0.02
H 1.646989 2.180626 -5.822094  0.12
C 1.079045 3.536995 -7.408461  -0.08
H 1.946118 4.186341 -7.267915  0.10
C 0.137410 3.821833 -8.410842  -0.09
H 0.257274 4.702077 -9.041461  0.10
C -0.965076 2.973556 -8.606090  -0.09
H -1.687347 3.180561 -9.398288  0.10
C -1.140496 1.865759 -7.778159  -0.05
H -1.969017 1.169351 -7.924490  0.11
H -1.340853 -0.146661 -5.959167  0.12
C -2.887945 2.060276 -0.701178  -0.25
C -2.698529 1.139213 0.398483  -0.30
H -3.810080 2.663501 -0.696074  0.03
H -2.843910 1.488479 -1.645968  0.04
H -2.025156 2.753950 -0.741687  0.05
C -3.013276 0.744211 1.598028  -0.34
C -4.265626 1.086407 2.406638  -0.17
H -2.354128 0.071592 2.167620  0.01
H -4.836181 1.884269 1.922289  0.05
H -4.005844 1.431613 3.413890  0.03
H -4.933214 0.224989 2.525793  0.03
Ba 0.406021 0.082979 -0.049699  1.47
Cl 1.652114 2.791480 -0.417117  -0.48
Cl -0.765598 -0.857124 -2.543898  -0.25
H 3.771894 0.081042 -3.211616  0.09
H 5.563900 1.146787 -1.601455  0.09
C 3.062487 0.179370 -2.381410  -0.08
C 4.753694 1.209951 -0.865047  -0.08
N 3.777610 0.160440 -1.106994  -0.20
H 2.318441 -0.618831 -2.470980  0.06
C 3.561274 -0.743958 -0.140479  -0.37
O 2.609960 -1.553041 -0.113221  -0.19
H 5.150091 1.031439 0.140397  0.08
H 4.304866 -0.702765 0.682251  0.14
H 2.542407 1.138879 -2.493869  0.05
H 4.247291 2.181581 -0.893689  0.03
H -1.600250 -5.591283 1.431855  0.08
H -0.435097 -6.048536 -0.877246  0.08
C -2.138521 -4.771581 0.934412  -0.04
C -1.010959 -5.192174 -1.254813  -0.05
N -1.341580 -4.263964 -0.177503  -0.19
H -2.325252 -3.955697 1.634393  0.08
C -0.896826 -3.008382 -0.214533  -0.40
O -1.044192 -2.148873 0.675115  -0.17
H -0.411528 -4.642659 -1.990561  0.09
H -0.352764 -2.759306 -1.151268  0.02
H -3.083989 -5.176626 0.545991  0.09
H -1.919290 -5.574512 -1.739566  0.09
O 0.265394 -0.120986 2.801811  -0.10
C 0.348701 -0.375884 4.024998  -0.45
C 1.661927 -0.351573 4.798943  -0.10
C 1.782341 0.807646 5.786134  -0.19
C 1.073753 0.584368 7.123438  -0.22
C -0.434555 0.399654 7.003631  -0.20
C -0.832166 -0.848075 6.217363  -0.18
N -0.739695 -0.708246 4.753371  0.09
H 1.743774 -1.313689 5.323813  0.12
H 2.469855 -0.284774 4.061947  0.12
H 2.848077 0.955102 5.995453  0.11
H 1.420639 1.739661 5.329514  0.13
H 1.504407 -0.293402 7.625208  0.11
H 1.272821 1.444936 7.773587  0.11
H -0.853801 0.290591 8.011707  0.11
H -0.903755 1.286746 6.558835  0.12
H -0.229075 -1.702635 6.561355  0.12
H -1.881502 -1.073934 6.435690  0.12
H -1.602281 -0.805320 4.226792  0.14

Forces on atoms 1 to 3 (eV/Å):
O -0.860 0.578 -2.476
C 1.295 -0.390 0.998
C 0.273 0.348 0.220

---

Entry from the OMol25 dataset: 5 unconnected molecules or ions with the total composition C24H24O14 in a non-equilibrium geometry (the ωB97M-V functional and the def2-TZVPD basis).

- lowest unoccupied orbital energy (eV) = -2.42
- charge = 0
- gap between HOMO and LUMO (Eh) = 0.2342
- SMILES = O=C1C=C(O)C(=O)C=C1O.O=C1C=C(O)C(=O)C=C1O.O=C1C=C(O)C(=O)C=C1O.CC(C)=O.CC(C)=O
- energy relative to the best compared isomer or geometry (same formula, charge and spin) (kJ/mol) = 168.55
- electronic energy (eV) = -53928.21219

Last column: natural (NBO) charge in e.
CARTESIAN COORDINATES (ANGSTROEM)
C 1.216024 -10.248261 44.495767  -0.34
C 0.012269 -9.359290 44.898488  0.34
C -0.121703 -8.810658 46.187020  0.36
O -1.088143 -8.096378 46.448660  -0.54
C 0.927903 -9.032718 47.119137  -0.37
C 2.201572 -9.925692 46.839253  0.37
C 2.264944 -10.573991 45.540765  0.41
O 3.210574 -11.256905 45.222981  -0.46
O 3.317520 -9.576971 47.448154  -0.60
O -0.900081 -9.157909 43.964841  -0.68
H 1.206354 -10.837560 43.509399  0.26
H 0.745836 -8.318745 48.003510  0.24
H 3.202389 -9.271864 48.271338  0.49
H -1.801608 -8.786748 44.353921  0.53
C -1.467548 -9.027305 39.039255  -0.33
C -1.981797 -8.847654 40.454037  0.31
C -3.278729 -8.407848 40.704001  0.41
O -3.722427 -8.131454 41.857923  -0.56
C -4.246212 -8.242591 39.537493  -0.40
C -3.679795 -8.355879 38.115460  0.38
C -2.313352 -8.807097 37.809221  0.41
O -1.918578 -8.986769 36.681836  -0.46
O -4.502714 -8.158549 37.066589  -0.64
O -1.196266 -8.992898 41.541003  -0.64
H -0.496904 -9.163385 38.991551  0.21
H -5.301891 -8.017483 39.684781  0.26
H -5.330474 -8.417542 37.264868  0.51
H -1.650749 -8.752867 42.430708  0.53
C -2.079752 -4.662105 32.670274  -0.32
C -3.383091 -5.490777 32.989909  0.35
C -3.603845 -6.099422 34.329579  0.42
O -4.541138 -6.791527 34.420891  -0.51
C -2.595984 -5.874992 35.383423  -0.40
C -1.302174 -5.045264 35.096070  0.38
C -1.199143 -4.364797 33.776394  0.38
O -0.163775 -3.686614 33.562385  -0.50
O -0.275655 -4.851519 35.934471  -0.60
O -4.328060 -5.652557 31.970482  -0.62
H -1.973493 -4.188011 31.807385  0.22
H -2.725619 -6.321394 36.446333  0.23
H -0.616409 -5.040045 36.814492  0.49
H -4.929586 -6.232350 32.266509  0.49
C -8.106563 -10.935269 37.024466  -0.71
C -7.557448 -10.396498 38.342702  0.61
O -7.018923 -9.230885 38.305826  -0.62
C -7.916428 -11.071934 39.699302  -0.72
H -7.456674 -11.783941 36.665988  0.25
H -8.431870 -10.192549 36.367646  0.25
H -8.982807 -11.561406 37.377351  0.22
H -7.787143 -10.274536 40.593817  0.25
H -6.979552 -11.551035 39.907523  0.25
H -8.834787 -11.477371 39.754450  0.23
C -4.650336 -4.433218 38.578183  -0.73
C -5.775446 -4.815357 39.484077  0.55
O -6.987122 -4.847215 39.189756  -0.54
C -5.338063 -5.077228 40.826918  -0.75
H -4.192568 -3.511547 39.023107  0.24
H -5.106030 -4.000258 37.597864  0.24
H -4.036505 -5.456599 38.424063  0.24
H -4.772754 -5.985809 40.921899  0.25
H -6.261814 -5.282325 41.563226  0.24
H -4.751564 -4.313148 41.475055  0.25

Forces on atoms 1 to 3 (eV/Å):
C -4.574 2.369 1.827
C 5.509 -5.396 -4.716
C -0.619 0.597 1.804

---

Entry from the OMol25 dataset: a molecular structure, C23H48F6N4O8S3ScSi in a non-equilibrium geometry (the ωB97M-V functional and the def2-TZVPD basis).

- lowest unoccupied orbital energy (eV) = -2.50
- charge = +1
- gap between HOMO and LUMO (Eh) = 0.3334
- energy relative to the best compared isomer or geometry (same formula, charge and spin) (kJ/mol) = 146.23
- electronic energy (eV) = -124362.55067

Last column: Löwdin charge in e.
CARTESIAN COORDINATES (ANGSTROEM)
Sc 1.150981 -0.314861 -0.469294  0.97
F 4.909148 -0.703468 -2.794275  0.17
C 4.825720 0.579224 -2.472612  -0.67
F 3.825394 1.135607 -3.180842  0.13
F 5.949971 1.194102 -2.746925  0.19
S 4.413788 0.698389 -0.681816  0.64
O 3.038190 0.067683 -0.710837  -0.44
O 5.372556 -0.085234 0.022055  -0.23
N 4.372620 2.214107 -0.431855  -0.36
S 3.276981 2.801403 0.679727  0.93
O 1.338664 1.854098 -1.702764  -0.12
O 3.811179 2.778103 2.044594  -0.43
C 3.513006 4.539882 0.048124  -0.76
F 3.075774 4.584909 -1.224884  0.10
F 2.736704 5.329959 0.787097  0.13
F 4.755108 4.956006 0.110152  0.17
C -2.089123 3.010265 -1.038796  0.01
C -0.754567 2.388999 -0.652036  -0.53
C 0.277906 2.817896 -1.685086  -0.13
C -0.402595 2.770692 0.780325  0.00
O -0.739189 0.937823 -0.724331  -0.28
Si -2.078100 -0.111260 -0.754487  -0.11
S -0.914924 -1.835769 -0.796567  0.49
O -3.047979 0.189477 -2.012008  -0.14
C -3.051946 -0.186574 -3.412168  -0.63
C -4.100506 0.694989 -4.067987  -0.02
C -1.678854 0.068451 -4.020136  -0.02
C -3.440287 -1.655223 -3.531601  -0.03
O -2.897767 0.219352 0.606453  -0.14
C -4.282103 -0.061389 0.953528  -0.62
C -5.166362 1.023744 0.354830  -0.02
C -4.351135 -0.024025 2.472374  -0.03
C -4.670098 -1.440536 0.435244  -0.02
H -1.973172 4.096241 -1.045410  0.11
H -2.864056 2.750198 -0.317016  0.08
H -2.414092 2.684095 -2.026110  0.08
H 0.662098 3.809392 -1.438671  0.14
H -0.184923 2.850322 -2.672001  0.13
H 2.074161 2.210642 -2.214075  0.09
H -0.232327 3.845067 0.871871  0.11
H 0.485850 2.243349 1.126061  0.05
H -1.235323 2.492060 1.427557  0.10
H -3.826652 1.749881 -3.995587  0.09
H -5.066925 0.551892 -3.581907  0.09
H -4.199393 0.432968 -5.122833  0.10
H -1.413538 1.126262 -3.938031  0.08
H -1.682603 -0.203430 -5.076800  0.10
H -0.920172 -0.527940 -3.510994  0.06
H -4.428440 -1.815768 -3.094796  0.09
H -2.720978 -2.286612 -3.007461  0.06
H -3.476344 -1.951928 -4.581149  0.10
H -4.920962 1.996416 0.787907  0.09
H -6.214903 0.809084 0.568789  0.10
H -5.030600 1.071898 -0.726173  0.08
H -3.871972 0.882885 2.846897  0.09
H -3.850739 -0.895192 2.901413  0.07
H -5.392216 -0.030980 2.798417  0.10
H -4.698803 -1.450682 -0.657526  0.07
H -5.654995 -1.721789 0.809972  0.10
H -3.941915 -2.186294 0.766948  0.09
C 3.112415 -4.434777 -0.726801  -0.13
C 1.880399 -4.603763 -1.619201  -0.14
C 1.745749 -3.208718 -2.183920  -0.19
O 2.029920 -2.349549 -1.047748  -0.32
C 2.875668 -3.066973 -0.101837  -0.16
H 4.015952 -4.423615 -1.337036  0.12
H 3.214627 -5.208232 0.031632  0.12
H 0.999727 -4.840499 -1.019433  0.12
H 2.002259 -5.356849 -2.394810  0.13
H 0.753996 -2.965997 -2.549896  0.07
H 2.493658 -3.017970 -2.954965  0.13
H 2.324363 -3.140637 0.833428  0.12
H 3.792585 -2.501388 0.050767  0.11
C -1.097680 -0.979849 3.485779  -0.04
N 0.309148 -0.904282 3.856338  -0.14
C 0.643237 -1.561275 5.117981  -0.03
C 1.250218 -0.661595 2.913926  -0.39
N 0.947463 -0.760653 1.619969  0.05
N 2.467199 -0.282233 3.338039  -0.12
C 3.668843 -0.471043 2.539441  -0.03
C 2.658169 0.543764 4.528541  -0.02
H -1.374510 -1.978913 3.130191  0.11
H -1.337830 -0.250388 2.714292  0.08
H -1.695702 -0.752741 4.366876  0.10
H 0.336151 -0.955962 5.971284  0.10
H 1.709662 -1.751382 5.180476  0.09
H 0.121074 -2.518969 5.169789  0.10
H 0.084820 -1.293969 1.511010  0.00
H 3.426117 -0.951120 1.602221  0.04
H 4.372502 -1.102760 3.086685  0.11
H 4.146529 0.485436 2.335694  0.06
H 1.701395 0.797440 4.974657  0.09
H 3.157558 1.465408 4.225906  0.09
H 3.280122 0.035212 5.268228  0.10

Forces on atoms 1 to 3 (eV/Å):
Sc -2.066 -0.361 -0.053
F 0.009 -0.070 -0.068
C -0.282 0.158 0.061

---

Entry from the OMol25 dataset: 6 unconnected molecules or ions with the total composition H12O6 (the ωB97M-V functional and the def2-TZVPD basis).

- lowest unoccupied orbital energy (eV) = 0.32
- charge = 0
- gap between HOMO and LUMO (Eh) = 0.4000
- SMILES = O.O.O.O.O.O
- energy relative to the best compared isomer or geometry (same formula, charge and spin) (kJ/mol) = 146.99
- electronic energy (eV) = -12479.59028

Last column: natural (NBO) charge in e.
CARTESIAN COORDINATES (ANGSTROEM)
O 16.118754 4.514951 -16.179536  -0.98
H 16.114930 5.378859 -16.613120  0.48
H 15.483454 3.986061 -16.687950  0.50
O 13.441719 4.286414 -17.285465  -0.95
H 13.385250 4.779373 -18.113381  0.47
H 12.535426 4.255916 -16.961704  0.48
O 14.275079 2.159429 -15.234582  -0.94
H 14.843506 2.745024 -14.718144  0.48
H 13.378768 2.416889 -14.997658  0.46
O 17.153154 5.485994 -13.573139  -0.95
H 16.838519 5.437480 -14.492184  0.49
H 16.652730 4.806841 -13.113481  0.46
O 18.883705 3.145414 -16.987402  -0.93
H 18.111458 3.192855 -17.561554  0.47
H 19.452664 2.475958 -17.384391  0.46
O 16.248689 7.655449 -16.799681  -0.95
H 16.241921 8.614654 -16.712439  0.48
H 17.132614 7.449698 -17.130150  0.47

Forces on atoms 1 to 3 (eV/Å):
O 0.165 -0.027 -0.447
H -0.230 -0.038 0.131
H -0.131 0.178 0.365